{
  "formula": "C37H77F3N5NbO8",
  "method": "ωB97M-V with the def2-TZVPD basis set",
  "mol_weight_g_mol": 869.950,
  "lumo_energy_ev": 3.639,
  "e_tot_ev": -73137.6232,
  "charge": -2,
  "homo_energy_ev": -0.5,
  "species": ["C", "C", "C", "C", "C", "C", "C", "C", "C", "O", "C", "Nb", "N", "C", "C", "C", "C", "N", "C", "C", "O", "C", "F", "F", "F", "O", "C", "C", "C", "C", "C", "C", "C", "O", "O", "C", "H", "H", "H", "H", "H", "H", "H", "H", "H", "H", "H", "H", "H", "H", "H", "H", "H", "H", "H", "H", "H", "H", "H", "H", "H", "H", "H", "H", "H", "H", "H", "H", "H", "H", "H", "H", "H", "H", "H", "H", "H", "H", "H", "H", "C", "C", "C", "O", "C", "N", "H", "H", "H", "H", "H", "H", "H", "H", "H", "H", "H", "C", "C", "C", "O", "C", "N", "H", "H", "H", "H", "H", "H", "H", "H", "H", "H", "H", "C", "C", "C", "O", "C", "N", "H", "H", "H", "H", "H", "H", "H", "H", "H", "H", "H"],
  "xyz": [[6.4061, -0.0507, 4.0383], [6.2491, -1.3430, 3.0915], [7.2946, -2.4779, 3.2248], [7.1021, -3.6910, 2.2722], [5.9047, -3.8142, 1.2579], [5.8961, -5.1358, 0.3653], [6.1624, -4.8497, -1.2194], [4.6221, -6.1031, 0.6212], [4.8048, -2.6839, 1.1578], [3.6720, -2.7890, 0.2710], [2.5770, -3.2869, 1.1099], [0.4572, -2.7102, 0.4075], [-0.1600, -4.6063, 1.2592], [1.1375, -0.6717, -0.3719], [2.2352, 0.0822, 0.5243], [1.8509, 1.6177, 0.7900], [2.1903, 2.6250, -0.4191], [2.4295, 1.9676, -1.7418], [0.6450, -3.7667, -1.5756], [0.4419, -3.0133, -2.9468], [1.6170, -2.2889, -3.4510], [-0.9220, -2.2216, -3.2098], [-2.1019, -3.0296, -3.0480], [-1.0323, -0.9489, -2.6292], [-0.9189, -1.9559, -4.6451], [-1.5378, -2.0703, 0.0729], [-2.5030, -3.1226, 0.0669], [-3.3170, -3.2789, 1.4699], [-4.2822, -4.5835, 1.3769], [-4.1843, -1.9041, 1.6371], [-3.4748, -0.8878, 2.7119], [-5.6716, -2.1740, 2.2366], [0.1627, -1.8580, 2.5233], [0.2247, -2.6550, 3.5574], [-0.0533, -0.5098, 2.8077], [5.0458, -1.4506, 2.0868], [6.0406, 0.8619, 3.4493], [7.5101, 0.1327, 4.3089], [5.7476, -0.1216, 4.9854], [8.1428, -2.3847, 3.9930], [7.8786, -4.5367, 2.3453], [6.8077, -5.7811, 0.6776], [6.6419, -3.8231, -1.3362], [5.2428, -5.0240, -1.8666], [6.9607, -5.6055, -1.5897], [4.8772, -7.2171, 0.5756], [4.1316, -5.8502, 1.6365], [3.8532, -5.8957, -0.1940], [2.7606, -3.0110, 2.2187], [2.5873, -4.4408, 1.0754], [-0.5038, -5.2598, 0.5433], [-0.8075, -4.4852, 2.0463], [1.5050, -0.6537, -1.4500], [0.1838, -0.0069, -0.3543], [2.3007, -0.4284, 1.5382], [3.2322, 0.0766, -0.0453], [2.4928, 1.9574, 1.6939], [0.7282, 1.7312, 1.0375], [1.3203, 3.3897, -0.4805], [3.1402, 3.2460, -0.1845], [2.8647, 2.6436, -2.3922], [1.5417, 1.6315, -2.1422], [-0.0846, -4.6716, -1.5645], [1.6978, -4.2578, -1.6079], [0.3701, -3.8755, -3.7306], [1.8417, -2.6177, -4.3443], [-2.1642, -4.1221, -0.3726], [-3.3366, -2.7641, -0.6677], [-2.6382, -3.3512, 2.3812], [-3.7200, -5.5261, 1.0356], [-5.0770, -4.3478, 0.5663], [-4.8025, -4.8150, 2.3785], [-4.2760, -1.3189, 0.6560], [-4.0745, -0.8750, 3.6930], [-3.3798, 0.1342, 2.2164], [-2.4441, -1.3088, 2.9617], [-5.6553, -2.9401, 3.0827], [-6.3567, -2.4377, 1.3634], [-6.0163, -1.1741, 2.7008], [4.3587, -0.5445, 2.0955], [-1.2914, 5.3318, -0.4811], [-2.4161, 4.4136, -0.9512], [-3.6877, 4.5022, -0.0811], [-3.5968, 3.8159, 1.1622], [-2.9471, 4.5441, 2.1906], [-1.9071, 3.0403, -1.0281], [-0.7819, 4.9508, 0.4061], [-0.5324, 5.4335, -1.2629], [-1.6702, 6.3336, -0.2555], [-2.6907, 4.7340, -1.9632], [-4.5020, 4.0119, -0.6259], [-4.0001, 5.5435, 0.0716], [-3.1464, 5.6181, 2.1255], [-1.8724, 4.3532, 2.1658], [-3.3223, 4.1809, 3.1503], [-2.6293, 2.4462, -1.4314], [-1.8204, 2.6948, -0.0705], [6.7200, 6.5355, -3.5769], [6.5064, 5.8617, -2.2244], [5.6097, 4.6083, -2.2954], [4.2196, 4.8891, -2.4178], [3.7915, 5.1653, -3.7405], [5.9783, 6.8513, -1.2770], [5.8480, 7.1054, -3.9043], [7.5565, 7.2394, -3.5228], [6.9575, 5.7987, -4.3495], [7.4908, 5.5386, -1.8677], [5.7157, 4.0657, -1.3502], [5.9382, 3.9214, -3.0846], [4.3413, 4.5807, -4.4834], [3.8836, 6.2336, -3.9510], [2.7321, 4.9072, -3.8133], [5.9271, 6.4241, -0.3540], [5.0000, 7.0118, -1.5214], [-9.9351, 1.2491, -1.2059], [-10.0458, 0.2771, -0.0348], [-8.8727, 0.3778, 0.9623], [-7.6712, -0.2373, 0.5164], [-6.8874, 0.5649, -0.3527], [-10.1940, -1.0862, -0.5592], [-9.1999, 0.9305, -1.9475], [-10.8952, 1.3288, -1.7255], [-9.6618, 2.2503, -0.8608], [-10.9608, 0.5348, 0.5109], [-9.1576, -0.1629, 1.8714], [-8.6886, 1.4161, 1.2648], [-6.9448, 1.6271, -0.0987], [-7.1903, 0.4035, -1.3900], [-5.8470, 0.2441, -0.2615], [-10.3627, -1.7189, 0.2207], [-9.2799, -1.3763, -0.9098]]
}


{
  "formula": "C20H35AuN4O3P",
  "method": "ωB97M-V with the def2-TZVPD basis set",
  "mol_weight_g_mol": 607.466,
  "lumo_energy_ev": -10.625,
  "e_tot_ev": -46366.7805,
  "e_above_lowest_kcal_mol": 0.0,
  "charge": 3,
  "homo_energy_ev": -16.9,
  "species": ["Au", "C", "C", "P", "C", "C", "C", "C", "H", "H", "H", "H", "H", "H", "H", "H", "H", "H", "H", "H", "H", "H", "H", "N", "C", "C", "N", "C", "H", "H", "H", "H", "C", "C", "C", "O", "C", "H", "H", "H", "H", "H", "H", "H", "H", "O", "C", "N", "C", "O", "C", "C", "C", "C", "N", "C", "H", "H", "H", "H", "H", "H", "H", "H"],
  "xyz": [[0.5918, -0.0924, -0.9799], [-3.1083, -1.0740, 0.3522], [-2.1424, -2.0830, -0.2786], [-1.1965, -1.4429, -1.6780], [-2.2943, -0.4888, -2.7453], [-3.4528, -1.3603, -3.2637], [-0.4474, -2.8010, -2.6002], [0.6228, -3.5776, -1.8331], [-3.5389, -1.5075, 1.2534], [-3.9336, -0.8415, -0.3185], [-2.6342, -0.1369, 0.6451], [-2.6941, -2.9289, -0.7065], [-1.4509, -2.5141, 0.4462], [-1.7055, -0.0971, -3.5752], [-2.6691, 0.3602, -2.1675], [-3.1000, -2.1634, -3.9089], [-4.1144, -0.7304, -3.8562], [-4.0464, -1.7884, -2.4574], [-0.0646, -2.3899, -3.5377], [-1.2859, -3.4531, -2.8679], [1.4964, -2.9564, -1.6162], [0.9659, -4.4166, -2.4357], [0.2381, -3.9879, -0.8989], [1.7361, 0.9011, -4.8238], [0.8334, 1.9181, -4.6340], [0.2738, 1.7047, -3.4179], [0.8406, 0.5562, -2.8836], [1.7297, 0.0993, -3.7613], [2.3218, 0.7783, -5.6405], [0.6687, 2.6919, -5.3646], [-0.4760, 2.2792, -2.9015], [2.3589, -0.7682, -3.6471], [3.4080, 3.1053, 0.2330], [3.9143, 1.9296, 1.0704], [3.4596, 0.7224, 0.2755], [2.2285, 1.1758, -0.4128], [2.0437, 2.6301, -0.2125], [4.0535, 3.2798, -0.6280], [3.3411, 4.0289, 0.8040], [3.4564, 1.9361, 2.0603], [4.9948, 1.9380, 1.1953], [3.2063, -0.1418, 0.8871], [4.1654, 0.4364, -0.5031], [1.2834, 2.7726, 0.5578], [1.7066, 3.0436, -1.1608], [-1.1556, 3.1209, 5.9324], [-2.0343, 2.0279, 5.8609], [-1.3274, 0.9850, 5.1356], [-1.3992, 0.9045, 3.7996], [-2.1508, 1.5294, 3.0759], [-0.4679, -0.0854, 3.1122], [0.1292, -1.2160, 3.6453], [0.8678, -2.0551, 2.8098], [0.9823, -1.7526, 1.4740], [0.3956, -0.6453, 0.9628], [-0.3007, 0.1699, 1.7611], [-1.4650, 3.7489, 6.5958], [-2.9403, 2.2580, 5.3005], [-2.2935, 1.6411, 6.8471], [-0.5368, 0.5773, 5.6111], [0.0107, -1.4696, 4.6918], [1.3424, -2.9480, 3.1930], [1.5357, -2.3813, 0.7898], [-0.7767, 1.0455, 1.3375]]
}


{
  "formula": "C28H51FI2N5O6P2",
  "method": "ωB97M-V with the def2-TZVPD basis set",
  "mol_weight_g_mol": 888.499,
  "multiplicity": 3,
  "lumo_energy_ev": [-4.260, -4.260],
  "e_tot_ev": -87080.4709,
  "charge": 1,
  "homo_energy_ev": [-10.0, -10.9],
  "species": ["C", "C", "I", "C", "I", "C", "O", "C", "N", "C", "O", "N", "O", "C", "P", "O", "C", "F", "N", "P", "C", "C", "H", "H", "H", "H", "H", "H", "H", "H", "H", "H", "H", "H", "H", "H", "H", "C", "C", "C", "C", "C", "C", "N", "O", "C", "C", "C", "H", "H", "H", "H", "H", "H", "H", "H", "H", "H", "H", "H", "H", "H", "H", "H", "H", "H", "C", "C", "C", "C", "C", "C", "N", "O", "C", "C", "C", "H", "H", "H", "H", "H", "H", "H", "H", "H", "H", "H", "H", "H", "H", "H", "H", "H", "H"],
  "xyz": [[0.5065, -5.1490, 0.9176], [-0.4943, -4.3070, 0.1330], [-0.2845, -4.9133, -1.9455], [-1.9996, -4.4773, 0.5292], [-2.3812, -5.6296, 2.2989], [-2.6258, -3.0749, 0.5288], [-2.6841, -2.7254, -0.8846], [-2.0048, -1.6532, -1.2056], [-1.5868, -0.6184, -1.4909], [-2.0354, -2.0012, 1.4579], [-1.8153, -2.4973, 2.7797], [-0.3826, -2.4343, 3.1090], [-0.2419, -2.1588, 4.2150], [-3.1601, -0.9396, 1.6132], [-3.1807, 0.0350, 3.1914], [-3.6319, -0.7297, 4.3689], [-4.3358, -1.8594, 1.4393], [-5.5023, -1.4819, 1.8150], [-4.0739, -2.9900, 0.9018], [-5.3491, -4.2609, 0.6081], [-6.6767, -3.4836, -0.3970], [-6.0227, -4.5565, 2.2964], [0.5735, -4.8225, 1.9568], [0.2594, -6.2085, 0.8846], [1.4817, -5.0293, 0.4436], [-0.2161, -3.2544, 0.1477], [-2.5038, -5.0114, -0.2722], [-1.0630, -1.5791, 1.1934], [-3.0480, -0.2234, 0.7860], [-1.8680, 0.5469, 3.2703], [-4.0810, 1.0926, 2.9396], [-6.6630, -3.9026, -1.3991], [-6.6135, -2.3951, -0.4581], [-7.6280, -3.7241, 0.0833], [-6.5508, -5.5068, 2.2831], [-6.6783, -3.7476, 2.6269], [-5.1842, -4.5943, 2.9902], [4.7764, 0.2480, -3.1782], [3.9995, -1.0588, -2.8811], [2.4927, -0.8567, -3.0775], [1.8239, -0.0706, -1.9553], [2.1271, -0.7134, -0.6095], [3.6223, -0.8820, -0.3530], [4.3066, -1.5543, -1.5029], [4.0759, -2.8308, -1.4431], [4.2301, 0.5047, -0.0586], [3.8377, -1.6828, 0.9302], [4.4833, -2.0451, -3.9425], [5.7264, 0.0292, -3.6667], [4.2066, 0.9011, -3.8404], [5.0361, 0.8258, -2.2984], [2.0073, -1.8371, -3.1478], [2.3121, -0.3621, -4.0336], [2.1489, 0.9720, -1.9644], [0.7437, -0.0533, -2.1165], [1.6829, -0.1116, 0.1888], [1.6361, -1.6959, -0.5686], [5.3201, 0.4593, -0.0439], [3.9033, 0.8524, 0.9219], [3.9194, 1.2741, -0.7623], [3.3375, -2.6507, 0.9034], [3.4323, -1.1297, 1.7778], [4.8996, -1.8512, 1.1142], [5.5389, -2.2832, -3.8081], [4.3604, -1.5933, -4.9276], [3.9196, -2.9768, -3.9352], [-1.7784, 4.3290, 1.0456], [-0.3465, 3.7385, 1.0274], [0.5976, 4.5672, 1.9063], [1.0097, 5.8957, 1.2814], [1.6066, 5.6611, -0.1042], [0.6705, 4.8798, -1.0283], [0.1629, 3.6308, -0.3723], [1.0876, 2.7219, -0.4178], [-0.4873, 5.8031, -1.4594], [1.4004, 4.5303, -2.3240], [-0.4875, 2.3553, 1.6640], [-2.5259, 3.5334, 1.0261], [-1.9486, 4.9208, 1.9457], [-2.0126, 4.9582, 0.1948], [1.5035, 3.9859, 2.1084], [0.1271, 4.7406, 2.8762], [0.1544, 6.5754, 1.2298], [1.7491, 6.3835, 1.9187], [1.8535, 6.6167, -0.5704], [2.5511, 5.1185, 0.0064], [-1.2687, 5.2399, -1.9725], [-0.1202, 6.5580, -2.1537], [-0.9364, 6.3535, -0.6347], [2.3222, 3.9788, -2.1449], [1.6684, 5.4455, -2.8499], [0.7653, 3.9354, -2.9829], [-1.0950, 1.6965, 1.0365], [-0.9812, 2.4613, 2.6325], [0.4747, 1.8738, 1.8355]]
}


Repeat the second record exactly.
{
  "formula": "C20H35AuN4O3P",
  "method": "ωB97M-V with the def2-TZVPD basis set",
  "mol_weight_g_mol": 607.466,
  "lumo_energy_ev": -10.625,
  "e_tot_ev": -46366.7805,
  "e_above_lowest_kcal_mol": 0.0,
  "charge": 3,
  "homo_energy_ev": -16.9,
  "species": ["Au", "C", "C", "P", "C", "C", "C", "C", "H", "H", "H", "H", "H", "H", "H", "H", "H", "H", "H", "H", "H", "H", "H", "N", "C", "C", "N", "C", "H", "H", "H", "H", "C", "C", "C", "O", "C", "H", "H", "H", "H", "H", "H", "H", "H", "O", "C", "N", "C", "O", "C", "C", "C", "C", "N", "C", "H", "H", "H", "H", "H", "H", "H", "H"],
  "xyz": [[0.5918, -0.0924, -0.9799], [-3.1083, -1.0740, 0.3522], [-2.1424, -2.0830, -0.2786], [-1.1965, -1.4429, -1.6780], [-2.2943, -0.4888, -2.7453], [-3.4528, -1.3603, -3.2637], [-0.4474, -2.8010, -2.6002], [0.6228, -3.5776, -1.8331], [-3.5389, -1.5075, 1.2534], [-3.9336, -0.8415, -0.3185], [-2.6342, -0.1369, 0.6451], [-2.6941, -2.9289, -0.7065], [-1.4509, -2.5141, 0.4462], [-1.7055, -0.0971, -3.5752], [-2.6691, 0.3602, -2.1675], [-3.1000, -2.1634, -3.9089], [-4.1144, -0.7304, -3.8562], [-4.0464, -1.7884, -2.4574], [-0.0646, -2.3899, -3.5377], [-1.2859, -3.4531, -2.8679], [1.4964, -2.9564, -1.6162], [0.9659, -4.4166, -2.4357], [0.2381, -3.9879, -0.8989], [1.7361, 0.9011, -4.8238], [0.8334, 1.9181, -4.6340], [0.2738, 1.7047, -3.4179], [0.8406, 0.5562, -2.8836], [1.7297, 0.0993, -3.7613], [2.3218, 0.7783, -5.6405], [0.6687, 2.6919, -5.3646], [-0.4760, 2.2792, -2.9015], [2.3589, -0.7682, -3.6471], [3.4080, 3.1053, 0.2330], [3.9143, 1.9296, 1.0704], [3.4596, 0.7224, 0.2755], [2.2285, 1.1758, -0.4128], [2.0437, 2.6301, -0.2125], [4.0535, 3.2798, -0.6280], [3.3411, 4.0289, 0.8040], [3.4564, 1.9361, 2.0603], [4.9948, 1.9380, 1.1953], [3.2063, -0.1418, 0.8871], [4.1654, 0.4364, -0.5031], [1.2834, 2.7726, 0.5578], [1.7066, 3.0436, -1.1608], [-1.1556, 3.1209, 5.9324], [-2.0343, 2.0279, 5.8609], [-1.3274, 0.9850, 5.1356], [-1.3992, 0.9045, 3.7996], [-2.1508, 1.5294, 3.0759], [-0.4679, -0.0854, 3.1122], [0.1292, -1.2160, 3.6453], [0.8678, -2.0551, 2.8098], [0.9823, -1.7526, 1.4740], [0.3956, -0.6453, 0.9628], [-0.3007, 0.1699, 1.7611], [-1.4650, 3.7489, 6.5958], [-2.9403, 2.2580, 5.3005], [-2.2935, 1.6411, 6.8471], [-0.5368, 0.5773, 5.6111], [0.0107, -1.4696, 4.6918], [1.3424, -2.9480, 3.1930], [1.5357, -2.3813, 0.7898], [-0.7767, 1.0455, 1.3375]]
}